[1]
83
Properties=species:S:1:pos:R:3 method="wB97M-V/def2-TZVPD" spin_multiplicity=2 s_squared=0.756 e_homo_ev="-7.0 / -6.6" homo_lumo_gap_ev="7.06 / 7.05" e_tot_ha=-3907.218156
Mo 1.03 0.53 1.38
C -3.21 1.32 -1.44
N -2.53 2.26 -0.57
C -2.39 3.62 -0.77
C -1.61 4.08 0.24
N -1.28 3.01 1.05
B -0.24 3.01 2.19
N -0.83 2.46 3.52
C -1.75 3.18 4.26
C -2.07 2.47 5.35
N -1.34 1.30 5.28
C -1.37 0.21 6.23
C -0.59 1.31 4.15
S 0.41 -0.02 3.71
C -1.84 1.90 0.54
S -1.69 0.33 1.18
H -3.63 1.87 -2.28
H -4.01 0.82 -0.89
H -2.50 0.58 -1.80
H -2.84 4.12 -1.60
H -1.24 5.07 0.44
H 0.16 4.13 2.35
H 0.72 2.33 1.86
H -2.09 4.15 3.94
H -2.74 2.67 6.17
H -2.09 0.45 7.01
H -0.39 0.06 6.68
H -1.66 -0.72 5.74
Cl 1.94 3.72 -0.44
C 0.97 3.25 -1.80
C 0.63 4.26 -2.68
C -0.09 3.97 -3.82
C -0.47 2.67 -4.07
C -0.13 1.67 -3.17
Cl -0.61 0.05 -3.59
C 0.59 1.92 -1.99
S 1.03 0.54 -0.98
H 0.96 5.27 -2.47
H -0.35 4.76 -4.52
H -1.03 2.40 -4.96
O 4.31 -1.20 -0.47
N 4.15 -0.41 -1.46
C 3.64 -0.88 -2.63
C 3.39 -0.03 -3.69
C 3.67 1.32 -3.58
C 4.20 1.78 -2.38
C 4.43 0.91 -1.34
H 3.43 -1.93 -2.62
H 2.97 -0.45 -4.59
H 3.46 2.00 -4.39
H 4.41 2.83 -2.23
H 4.81 1.19 -0.38
C 3.00 1.10 2.00
H 3.27 1.98 1.41
H 3.76 0.34 1.82
H 3.01 1.39 3.05
C -3.17 -3.06 0.41
C -2.04 -4.08 0.57
N -1.43 -4.45 -0.70
C -2.27 -5.11 -1.69
C -2.65 -4.20 -2.85
C -0.10 -4.38 -0.98
O 0.38 -4.88 -1.99
C 0.80 -3.65 -0.03
C 1.89 -4.29 0.53
C 2.75 -3.56 1.33
C 2.51 -2.21 1.53
N 1.46 -1.58 0.98
C 0.63 -2.30 0.21
H -3.55 -2.78 1.39
H -4.00 -3.47 -0.17
H -2.81 -2.16 -0.08
H -2.43 -4.99 1.04
H -1.28 -3.68 1.23
H -3.16 -5.47 -1.17
H -1.73 -5.98 -2.07
H -3.19 -3.32 -2.51
H -3.27 -4.74 -3.57
H -1.74 -3.88 -3.37
H 2.07 -5.34 0.33
H 3.62 -4.01 1.79
H 3.17 -1.61 2.13
H -0.20 -1.76 -0.23

=====

[2]
56
Properties=species:S:1:pos:R:3 method="wB97M-V/def2-TZVPD" charge=+1 e_homo_ev=-10.8 homo_lumo_gap_ev=1.61 e_tot_ha=-1819.950621
Mg 20.68 10.28 -7.16
Cl 18.72 8.92 -9.28
C 17.85 14.70 -11.45
O 17.83 15.96 -11.47
N 17.34 13.83 -10.60
N 18.44 13.98 -12.43
H 16.65 14.13 -9.93
H 17.65 12.87 -10.61
H 19.08 14.38 -13.10
H 18.32 12.98 -12.43
C 19.36 3.40 -10.62
O 18.81 2.39 -10.96
N 20.05 4.27 -11.34
N 19.08 3.99 -9.48
H 20.11 4.00 -12.31
H 20.14 5.19 -10.93
H 18.56 3.49 -8.77
H 19.28 4.97 -9.36
C 13.79 7.13 -11.66
O 12.73 6.69 -12.11
N 14.63 6.44 -10.98
N 14.08 8.42 -11.71
H 14.32 5.49 -10.82
H 15.35 6.92 -10.46
H 13.38 8.98 -12.17
H 15.00 8.76 -11.50
C 26.75 9.95 -16.51
C 26.14 8.90 -15.61
C 27.13 8.65 -14.52
C 26.58 7.93 -13.27
C 25.40 8.73 -12.70
C 24.31 9.14 -13.85
N 25.02 9.65 -15.03
O 24.03 9.93 -15.93
C 23.47 7.81 -14.08
C 23.35 10.22 -13.26
C 25.94 7.68 -16.49
H 26.09 9.98 -17.38
H 27.76 9.61 -16.74
H 26.70 10.98 -16.18
H 27.98 8.12 -14.95
H 27.46 9.65 -14.26
H 27.50 7.88 -12.69
H 26.51 6.86 -13.48
H 25.81 9.63 -12.24
H 25.10 8.27 -11.76
H 22.79 7.86 -14.93
H 24.09 6.93 -14.22
H 22.89 7.49 -13.21
H 22.62 10.55 -13.99
H 22.87 9.90 -12.33
H 23.97 11.06 -12.95
H 25.39 7.96 -17.39
H 25.32 6.85 -16.15
H 26.86 7.22 -16.85
H 23.84 10.81 -15.62

=====

[3]
20
Properties=species:S:1:pos:R:3 method="wB97M-V/def2-TZVPD" charge=+1 e_homo_ev=-14.4 homo_lumo_gap_ev=8.24 e_tot_ha=-253.155278
C -0.16 -0.49 0.40
C 0.48 0.69 -0.16
C 0.02 2.17 0.00
C -0.19 -0.10 -1.23
C 0.46 -1.14 -2.08
N 0.08 -0.54 1.77
H -1.83 1.76 3.12
H -0.57 -4.20 2.74
H 1.57 0.68 -0.21
H 0.69 2.87 -0.52
H -0.05 2.37 1.08
H -1.02 2.20 -0.30
H -1.23 0.14 -1.49
H -1.71 1.52 2.42
H 1.55 -1.10 -2.00
H 0.08 -1.27 -3.09
H 0.30 -2.12 -1.61
H -1.00 -3.75 2.34
H -0.69 -0.10 2.27
H 0.34 -1.39 2.27

=====

[4]
55
Properties=species:S:1:pos:R:3 method="wB97M-V/def2-TZVPD" e_homo_ev=-9.6 smiles="CCN(CC)S(=O)(=O)c1cccc(C(=O)N[C@H](C(=O)OCC(N)=O)C(C)C)c1" homo_lumo_gap_ev=9.69 e_tot_ha=-1716.051272
C 3.46 -3.16 1.42
H 4.37 -3.71 1.20
H 2.67 -3.88 1.64
H 3.17 -2.59 0.54
C 3.68 -2.24 2.62
N 2.49 -1.48 2.92
S 2.59 0.16 2.64
O 1.44 0.78 3.23
O 3.89 0.67 2.94
C 2.37 0.18 0.86
C 1.08 0.06 0.38
C 0.86 0.05 -0.99
C 1.95 0.13 -1.86
C 3.23 0.26 -1.37
C 3.45 0.29 0.00
H 4.44 0.41 0.42
H 4.07 0.33 -2.05
H 1.76 0.10 -2.92
C -0.51 -0.06 -1.56
O -0.74 -0.63 -2.62
N -1.48 0.52 -0.83
H -1.22 1.16 -0.09
C -2.85 0.56 -1.29
C -3.78 1.14 -0.20
C -3.59 0.39 1.11
H -2.59 0.51 1.52
H -3.77 -0.67 0.97
H -4.29 0.76 1.85
C -5.24 1.05 -0.63
H -5.40 1.52 -1.59
H -5.54 0.01 -0.71
H -5.87 1.54 0.11
H -3.51 2.19 -0.06
C -2.96 1.36 -2.60
O -3.91 1.33 -3.33
O -1.86 2.10 -2.81
C -1.82 2.86 -4.00
H -2.83 3.16 -4.29
H -1.23 3.76 -3.78
C -1.19 2.15 -5.21
O -1.01 2.77 -6.24
N -0.87 0.86 -5.05
H -0.50 0.37 -5.84
H -0.99 0.34 -4.18
H -3.16 -0.46 -1.53
H 0.28 -0.03 1.10
C 1.63 -1.92 4.00
C 2.20 -1.62 5.38
H 2.36 -0.55 5.48
H 1.51 -1.95 6.15
H 3.15 -2.13 5.53
H 1.45 -2.99 3.87
H 0.69 -1.39 3.88
H 3.99 -2.83 3.49
H 4.48 -1.53 2.40

=====

[5]
101
Properties=species:S:1:pos:R:3 method="wB97M-V/def2-TZVPD" e_homo_ev=-9.3 smiles="c1ccncc1.CC(C)=O.CC(C)=O.CC(C)=O.CC(C)=O.CC(C)=O.CC(C)=O.CC(C)=O.CC(C)=O.CC(C)=O" homo_lumo_gap_ev=9.63 e_tot_ha=-1986.587093
N -1.77 -5.79 0.18
C -0.51 -5.55 0.54
C -0.13 -4.70 1.56
C -1.13 -4.04 2.26
C -2.46 -4.25 1.90
C -2.71 -5.15 0.88
H 0.26 -6.10 0.00
H 0.93 -4.60 1.74
H -0.88 -3.39 3.09
H -3.27 -3.71 2.36
H -3.76 -5.27 0.62
C -1.56 -1.22 0.04
C -0.43 -0.41 0.64
O -0.59 0.79 0.70
C 0.86 -1.02 1.03
H -2.21 -1.53 0.86
H -1.11 -2.10 -0.42
H -2.10 -0.75 -0.77
H 1.32 -0.39 1.80
H 1.59 -0.96 0.22
H 0.71 -2.05 1.35
C -4.07 -3.06 -1.69
C -4.69 -2.28 -0.55
O -4.66 -2.68 0.59
C -5.33 -0.96 -0.92
H -4.77 -3.58 -2.34
H -3.27 -3.71 -1.32
H -3.54 -2.33 -2.31
H -6.41 -1.11 -0.87
H -5.01 -0.68 -1.92
H -5.10 -0.14 -0.24
C 0.92 -3.69 -2.07
C 2.26 -3.77 -1.37
O 2.45 -3.40 -0.24
C 3.34 -4.45 -2.18
H 0.14 -3.27 -1.45
H 0.64 -4.67 -2.44
H 1.00 -2.96 -2.89
H 3.45 -3.93 -3.12
H 3.19 -5.52 -2.29
H 4.27 -4.39 -1.61
C -0.90 0.90 4.13
C -0.40 2.33 4.20
O 0.12 2.74 5.21
C -0.67 3.21 3.02
H -0.20 0.31 4.72
H -1.07 0.53 3.12
H -1.89 0.96 4.60
H -0.59 4.24 3.34
H -1.69 3.02 2.70
H 0.05 2.99 2.22
C 6.35 0.23 2.11
C 5.54 0.30 0.83
O 5.87 1.02 -0.09
C 4.28 -0.52 0.78
H 6.59 -0.81 2.34
H 5.76 0.61 2.94
H 7.31 0.74 2.00
H 3.83 -0.44 -0.21
H 3.62 -0.05 1.52
H 4.48 -1.57 1.00
C -4.79 2.69 -2.67
C -4.40 2.77 -1.23
O -5.20 2.45 -0.37
C -3.02 3.26 -0.90
H -4.24 1.90 -3.18
H -4.52 3.61 -3.20
H -5.87 2.57 -2.72
H -2.40 2.36 -0.82
H -3.01 3.73 0.08
H -2.58 3.87 -1.69
C 0.13 0.34 -5.00
C -0.41 0.34 -3.58
O 0.17 -0.30 -2.73
C -1.72 1.02 -3.36
H -0.51 -0.18 -5.70
H 1.13 -0.09 -4.95
H 0.26 1.36 -5.38
H -1.59 2.08 -3.54
H -2.22 0.79 -2.42
H -2.31 0.62 -4.20
C 0.63 2.77 -0.93
C 0.77 3.78 -2.02
O -0.14 4.53 -2.32
C 2.01 3.74 -2.89
H 0.20 1.86 -1.35
H 0.07 3.13 -0.07
H 1.61 2.44 -0.57
H 1.94 4.54 -3.63
H 2.03 2.82 -3.47
H 2.93 3.88 -2.31
C 3.30 4.22 2.79
C 3.01 2.91 3.42
O 2.48 2.00 2.80
C 3.40 2.68 4.85
H 3.31 4.19 1.70
H 4.30 4.56 3.07
H 2.53 4.94 3.09
H 2.62 2.04 5.27
H 3.51 3.63 5.37
H 4.36 2.17 4.91